ORCA calculation (wB97M-V/def2-TZVPD) on a cluster of 10 separate species, C84H175N9O12 in total.

Cartesian coordinates (Å):
C -7.374 1.667 3.776
C -6.231 2.640 3.966
C -5.936 3.471 2.650
C -6.752 3.673 5.059
C -5.610 4.376 5.757
C -4.563 3.334 6.199
C -3.939 2.395 5.157
C -2.848 3.116 4.270
C -3.298 1.215 5.963
N -5.109 1.886 4.374
O -4.706 0.907 3.495
H -8.328 2.154 3.576
H -7.237 1.026 2.905
H -7.576 1.001 4.614
H -5.351 2.905 1.925
H -6.936 3.756 2.322
H -5.423 4.414 2.835
H -7.475 4.320 4.561
H -7.396 3.111 5.736
H -5.037 5.007 5.077
H -5.888 4.933 6.651
H -5.044 2.788 7.010
H -3.738 3.865 6.675
H -2.564 2.780 3.273
H -1.884 2.954 4.751
H -3.009 4.190 4.172
H -2.520 1.556 6.647
H -2.888 0.435 5.322
H -4.007 0.831 6.697
H -5.186 0.180 3.897
C -1.318 0.647 -10.118
C -0.145 1.643 -9.895
C -0.603 3.066 -9.958
C 0.365 1.469 -8.430
C 1.692 2.275 -8.094
C 2.803 1.964 -9.150
C 2.282 2.061 -10.606
C 2.342 3.493 -11.089
C 3.245 1.113 -11.430
N 1.014 1.410 -10.786
O 0.479 1.458 -12.127
H -1.881 0.933 -11.006
H -0.813 -0.297 -10.323
H -1.952 0.590 -9.233
H -0.575 3.470 -10.970
H -1.629 3.062 -9.589
H -0.079 3.736 -9.278
H -0.343 1.761 -7.655
H 0.580 0.415 -8.250
H 1.519 3.347 -7.996
H 1.998 1.943 -7.101
H 3.053 0.914 -9.004
H 3.630 2.625 -8.888
H 1.983 4.151 -10.298
H 1.790 3.640 -12.017
H 3.328 3.904 -11.306
H 2.834 1.017 -12.435
H 3.400 0.113 -11.024
H 4.251 1.475 -11.642
H 0.347 2.354 -12.445
C 1.191 -1.058 -0.699
C -0.269 -1.313 -1.232
C -1.061 0.012 -1.236
C -0.053 -1.866 -2.672
C -1.263 -2.562 -3.262
C -1.686 -3.673 -2.254
C -1.991 -3.243 -0.799
C -3.331 -2.648 -0.801
C -1.877 -4.445 0.110
N -0.963 -2.283 -0.387
O -1.157 -1.855 0.968
H 1.223 -0.846 0.370
H 1.854 -1.906 -0.871
H 1.651 -0.160 -1.111
H -2.144 -0.118 -1.230
H -0.997 0.699 -0.392
H -0.837 0.577 -2.141
H 0.165 -1.071 -3.385
H 0.802 -2.538 -2.595
H -2.048 -1.820 -3.407
H -1.049 -3.117 -4.176
H -0.867 -4.383 -2.145
H -2.512 -4.147 -2.785
H -4.127 -3.253 -1.236
H -3.433 -1.728 -1.378
H -3.705 -2.494 0.211
H -2.680 -5.141 -0.134
H -1.904 -4.178 1.166
H -0.957 -5.006 -0.055
H -1.851 -1.207 0.827
C -11.938 -5.070 -0.628
C -10.366 -5.267 -0.399
C -9.839 -4.041 0.421
C -10.033 -6.557 0.475
C -10.329 -7.838 -0.323
C -9.316 -7.798 -1.421
C -9.419 -6.637 -2.453
C -7.992 -6.515 -3.104
C -10.402 -6.976 -3.622
N -9.729 -5.370 -1.650
O -9.719 -4.151 -2.427
H -12.072 -4.142 -1.184
H -12.368 -5.798 -1.315
H -12.534 -5.037 0.284
H -8.763 -4.072 0.596
H -10.084 -3.038 0.073
H -10.377 -4.119 1.365
H -9.050 -6.506 0.944
H -10.718 -6.523 1.322
H -10.290 -8.746 0.279
H -11.347 -7.750 -0.703
H -9.402 -8.770 -1.908
H -8.318 -7.838 -0.985
H -7.255 -6.256 -2.343
H -7.896 -5.634 -3.739
H -7.447 -7.347 -3.549
H -10.317 -8.040 -3.844
H -10.129 -6.253 -4.391
H -11.438 -6.775 -3.348
H -10.325 -4.312 -3.154
C -5.306 -4.441 6.118
C -6.148 -4.742 7.385
C -7.067 -6.017 7.200
C -5.159 -5.013 8.574
C -5.718 -4.764 9.939
C -6.324 -3.380 10.113
C -7.403 -3.023 9.030
C -8.724 -3.597 9.416
C -7.430 -1.483 8.928
N -6.945 -3.516 7.668
O -7.902 -3.200 6.719
H -5.910 -4.190 5.246
H -4.731 -3.533 6.300
H -4.645 -5.226 5.751
H -6.384 -6.856 7.331
H -7.934 -6.091 7.857
H -7.394 -6.170 6.172
H -4.834 -6.050 8.482
H -4.244 -4.426 8.501
H -6.537 -5.452 10.149
H -4.876 -4.977 10.596
H -5.429 -2.758 10.121
H -6.735 -3.423 11.122
H -8.653 -4.545 9.950
H -9.457 -3.749 8.624
H -9.167 -2.961 10.183
H -8.382 -0.965 8.805
H -6.699 -1.086 8.223
H -7.205 -1.043 9.899
H -7.772 -2.258 6.589
C 2.502 10.533 -4.962
C 2.823 9.010 -4.795
C 3.916 8.539 -5.843
C 3.337 8.723 -3.331
C 2.311 8.814 -2.160
C 1.201 7.938 -2.601
C 0.551 8.093 -4.014
C -0.342 6.860 -4.317
C -0.315 9.393 -4.081
N 1.617 8.241 -5.033
O 1.117 8.315 -6.348
H 2.184 11.053 -4.058
H 3.437 11.030 -5.223
H 1.790 10.779 -5.749
H 3.712 8.916 -6.845
H 4.911 8.903 -5.584
H 3.968 7.453 -5.923
H 3.906 7.793 -3.339
H 4.151 9.399 -3.071
H 2.713 8.526 -1.188
H 2.001 9.847 -2.000
H 0.444 8.013 -1.820
H 1.554 6.907 -2.617
H 0.356 6.032 -4.435
H -0.989 7.168 -5.138
H -1.028 6.676 -3.490
H -0.812 9.662 -5.013
H 0.222 10.272 -3.725
H -1.158 9.290 -3.397
H 0.694 9.177 -6.387
C 7.288 5.657 1.127
C 6.764 5.079 2.382
C 6.995 3.531 2.405
C 7.577 5.742 3.609
C 7.000 5.435 5.005
C 5.533 5.863 4.930
C 4.615 5.285 3.801
C 4.036 3.847 4.144
C 3.316 6.216 3.744
N 5.310 5.375 2.499
O 4.510 4.882 1.405
H 8.376 5.592 1.152
H 6.835 5.081 0.319
H 6.977 6.697 1.039
H 6.291 2.891 1.874
H 8.014 3.279 2.112
H 6.784 3.166 3.410
H 8.645 5.527 3.591
H 7.471 6.823 3.517
H 7.069 4.397 5.332
H 7.472 5.995 5.812
H 5.521 6.943 4.785
H 5.098 5.602 5.895
H 3.474 3.866 5.077
H 4.792 3.061 4.134
H 3.449 3.502 3.293
H 2.640 5.908 2.947
H 3.554 7.254 3.514
H 2.684 6.155 4.630
H 4.520 3.936 1.563
C 10.880 1.639 -6.306
C 10.674 1.660 -4.748
C 12.028 1.614 -4.028
C 9.919 2.880 -4.298
C 8.359 2.839 -4.627
C 7.706 1.600 -3.938
C 8.400 0.317 -4.345
C 7.970 -0.696 -3.276
C 7.941 -0.094 -5.726
N 9.857 0.459 -4.264
O 10.526 -0.821 -4.434
H 11.380 2.561 -6.603
H 11.356 0.747 -6.714
H 9.918 1.727 -6.811
H 12.597 2.544 -4.050
H 11.915 1.444 -2.957
H 12.625 0.815 -4.467
H 10.077 3.071 -3.236
H 10.216 3.781 -4.834
H 8.069 3.810 -4.225
H 8.064 2.976 -5.667
H 6.671 1.642 -4.279
H 7.674 1.760 -2.861
H 6.904 -0.924 -3.276
H 8.306 -0.411 -2.279
H 8.380 -1.672 -3.534
H 7.003 -0.648 -5.769
H 8.595 -0.843 -6.173
H 7.935 0.766 -6.395
H 10.675 -0.947 -3.494
C 3.571 -5.164 6.302
C 3.602 -3.715 5.829
C 2.119 -3.150 5.794
C 4.419 -2.927 6.846
C 5.956 -3.159 6.792
C 6.447 -2.905 5.382
C 5.668 -3.764 4.264
C 6.001 -3.037 2.946
C 6.220 -5.268 4.337
N 4.206 -3.650 4.495
O 3.402 -4.244 3.464
H 4.537 -5.530 6.649
H 2.936 -5.155 7.187
H 3.262 -5.801 5.473
H 2.163 -2.153 5.355
H 1.395 -3.602 5.116
H 1.623 -3.076 6.762
H 4.359 -1.844 6.741
H 4.011 -3.076 7.846
H 6.496 -2.572 7.534
H 6.133 -4.200 7.065
H 7.493 -3.178 5.246
H 6.433 -1.826 5.228
H 7.064 -2.985 2.711
H 5.847 -1.959 2.915
H 5.524 -3.422 2.044
H 5.341 -5.746 3.903
H 6.413 -5.722 5.308
H 7.049 -5.461 3.656
H 2.928 -3.481 3.124
O -0.446 -10.134 -2.585
C 0.060 -10.476 -1.515
O 0.344 -9.556 -0.557
C 0.962 -10.151 0.546
C 1.082 -11.643 0.159
O 0.370 -11.688 -1.073
H 2.002 -9.830 0.609
H 0.582 -9.839 1.519
H 0.781 -12.230 1.027
H 2.091 -11.975 -0.087

The value obtained for the HOMO-LUMO gap is 0.289 hartree. The calculation puts the calculated total energy at -4700.58279 Eh. The LUMO energy is 0.055 eV. Its SMILES is CC1(C)CCCC(C)(C)N1O.CC1(C)CCCC(C)(C)N1O.CC1(C)CCCC(C)(C)N1O.CC1(C)CCCC(C)(C)N1O.CC1(C)CCCC(C)(C)N1O.CC1(C)CCCC(C)(C)N1O.CC1(C)CCCC(C)(C)N1O.CC1(C)CCCC(C)(C)N1O.CC1(C)CCCC(C)(C)N1O.O=C1OCCO1. Its spin multiplicity is 1. The HOMO energy is -7.797 eV.